{
  "formula": "C8H20N2",
  "method": "ωB97M-V/def2-TZVPD",
  "symbols": ["H", "H", "H", "H", "N", "H", "C", "C", "H", "H", "C", "H", "H", "H", "C", "H", "H", "H", "C", "C", "N", "H", "H", "C", "H", "C", "H", "H", "H", "H"],
  "xyz": [[-3.487, -0.938, 0.944], [0.199, 2.924, 0.927], [1.787, 2.277, 0.786], [0.927, -2.319, -0.452], [1.281, -0.207, -0.013], [-2.630, 0.102, 1.848], [-2.492, -0.624, 1.093], [-0.946, -1.184, -0.773], [-1.545, -2.099, -0.846], [-0.882, -0.866, -1.857], [1.859, 0.080, -1.320], [2.511, -0.796, -1.462], [-3.281, 0.691, -1.244], [-1.647, 0.857, -1.715], [0.770, 2.183, 0.354], [3.179, 0.232, 0.996], [3.011, -1.480, 0.397], [-2.308, 1.726, -0.351], [0.503, 0.802, 0.602], [2.377, -0.621, 0.881], [-1.824, -0.220, -0.089], [-1.906, -1.321, 1.661], [0.791, 2.417, -0.678], [0.371, -1.480, -0.084], [1.100, 0.208, -2.039], [-2.323, 0.789, -0.873], [2.384, 0.984, -1.057], [0.023, 0.444, 1.508], [0.127, -1.630, 0.962], [2.072, -0.930, 1.894]],
  "lowdin_charge": [0.1239, 0.1312, 0.1441, 0.1539, -0.3511, 0.1124, 0.0048, -0.0975, 0.1668, 0.1561, 0.0585, 0.1379, 0.1118, 0.1080, 0.0031, 0.1683, 0.1652, 0.1240, -0.0468, 0.0045, -0.1557, 0.1070, 0.0986, -0.0285, 0.1067, -0.0263, 0.1135, 0.1503, 0.1254, 0.1297],
  "gap_ev": [9.49, 6.71],
  "homo_ev": [-18.47, -17.05],
  "total_energy_ev": -11579.578,
  "total_charge": 2,
  "e_above_lowest_kcal_mol": 54.4,
  "lumo_energy_ev": [-9.0, -10.3],
  "fmax_ev_per_a": 4.49
}


{
  "formula": "C8H20N3",
  "method": "ωB97M-V/def2-TZVPD",
  "symbols": ["H", "C", "H", "H", "C", "H", "H", "H", "H", "N", "N", "C", "C", "N", "H", "H", "H", "H", "C", "H", "C", "H", "H", "H", "H", "C", "H", "C", "H", "H", "H"],
  "xyz": [[-2.028, -1.473, -1.804], [1.028, -0.607, 0.110], [1.365, -2.826, 0.201], [-0.278, 0.531, 1.446], [0.089, 1.662, -0.316], [-2.568, 1.814, -0.425], [-2.482, -0.957, 0.974], [-1.758, 0.173, -2.120], [3.254, 1.817, -0.795], [2.692, 1.293, -0.223], [0.985, -0.329, 1.536], [-1.266, -0.669, -1.729], [1.362, 0.771, -0.566], [-0.857, 0.834, 0.406], [2.728, 1.841, 0.761], [-0.907, -1.589, 1.515], [-1.874, -2.374, 0.376], [0.381, 2.520, 0.245], [1.730, -1.923, -0.273], [-2.108, 2.445, 1.193], [-0.884, -0.495, -0.236], [-0.444, -0.833, -2.332], [1.779, 0.248, 1.860], [1.364, 0.561, -1.602], [-2.847, 0.639, 0.885], [-2.158, 1.465, 0.609], [1.907, -2.029, -1.397], [-1.573, -1.422, 0.671], [2.724, -1.911, 0.169], [0.985, -1.123, 2.057], [-0.338, 1.945, -1.196]],
  "lowdin_charge": [0.1108, -0.3021, 0.0798, 0.2127, -0.0712, 0.1314, 0.0699, 0.0664, 0.0359, 0.0622, 0.0748, 0.0294, -0.2796, -0.2163, 0.1462, 0.0911, 0.0856, 0.1312, -0.0068, 0.1336, -0.3258, 0.0570, 0.1322, 0.1265, 0.0887, -0.0051, 0.1161, -0.0246, 0.0802, 0.0697, 0.0998],
  "gap_ev": 10.52,
  "homo_ev": -13.01,
  "total_energy_ev": -13082.092,
  "total_charge": 1,
  "e_above_lowest_kcal_mol": 74.5,
  "lumo_energy_ev": -2.5,
  "fmax_ev_per_a": 6.17
}


{
  "formula": "C8H20N3S",
  "method": "ωB97M-V/def2-TZVPD",
  "symbols": ["C", "C", "H", "H", "N", "C", "N", "H", "H", "H", "H", "C", "H", "S", "H", "H", "C", "H", "C", "H", "H", "H", "H", "H", "N", "C", "C", "H", "H", "H", "H", "H"],
  "xyz": [[2.149, 1.745, 1.432], [1.522, -0.184, 0.008], [-3.601, -0.985, -0.049], [-1.614, -0.117, -0.784], [-1.654, 0.042, 0.169], [-1.204, 1.384, 0.505], [1.270, 1.091, 0.426], [0.258, 2.856, 0.017], [3.141, 0.210, -1.482], [-1.965, 2.136, 0.339], [2.648, -0.467, -3.039], [-3.121, -0.251, 0.530], [3.264, -1.838, 0.160], [2.725, -1.126, 1.012], [-3.222, -0.633, 1.545], [-1.766, -2.928, 0.200], [0.155, 1.738, -0.131], [-1.205, 1.268, 1.543], [2.328, 0.057, -2.147], [0.042, 1.803, -1.230], [1.904, 0.968, -2.396], [1.372, 2.207, 2.054], [2.730, 1.017, 1.981], [2.784, 2.331, 0.879], [1.362, -0.556, -1.284], [-0.845, -2.415, 0.019], [-0.789, -1.083, 0.683], [-3.733, 0.588, 0.513], [-0.870, -1.095, 1.781], [-0.082, -3.070, 0.559], [-0.722, -2.467, -1.046], [1.421, -1.512, -1.428]],
  "lowdin_charge": [-0.0028, -0.5878, 0.0884, 0.1329, -0.1419, -0.0948, -0.1781, 0.1571, 0.0722, 0.1399, 0.1112, 0.0367, -0.1832, 0.9263, 0.1106, 0.0552, -0.1466, 0.1196, -0.0540, 0.1370, 0.0592, 0.1106, 0.0312, 0.0734, -0.0773, -0.1280, -0.2067, 0.0717, 0.1115, 0.1083, 0.0624, 0.0857],
  "gap_ev": 7.44,
  "homo_ev": -10.23,
  "total_energy_ev": -23914.942,
  "total_charge": 1,
  "e_above_lowest_kcal_mol": 78.9,
  "lumo_energy_ev": -2.8,
  "fmax_ev_per_a": 4.25
}


{
  "formula": "C8H20N4P",
  "method": "ωB97M-V/def2-TZVPD",
  "symbols": ["C", "P", "H", "H", "H", "H", "H", "H", "H", "H", "C", "N", "C", "H", "H", "N", "C", "H", "C", "C", "C", "H", "N", "H", "H", "H", "N", "H", "C", "H", "H", "H", "H"],
  "xyz": [[1.107, 2.567, -2.040], [-0.011, 0.503, 0.134], [1.979, 0.825, 1.911], [-0.239, -0.933, 3.205], [2.836, -0.824, 1.672], [1.838, -2.288, -0.119], [3.065, 0.757, 0.642], [2.766, -0.987, -1.108], [1.953, 1.793, -2.265], [-1.334, 0.470, -2.830], [-3.213, -2.242, 2.350], [0.470, 2.412, -0.803], [2.438, 0.114, 1.250], [0.122, 4.445, -0.403], [0.544, -2.146, -2.112], [1.442, -0.200, 0.336], [-1.582, -0.225, -2.076], [1.117, -0.701, -2.675], [0.180, 3.377, -0.076], [1.744, -1.192, -0.649], [-1.128, -1.516, 3.313], [1.487, 3.573, -2.106], [-1.838, -1.784, 2.294], [-3.554, -2.699, 3.314], [-3.789, -1.363, 2.150], [0.315, 2.529, -2.945], [-0.339, -0.378, -1.261], [-3.391, -3.043, 1.522], [0.730, -1.130, -1.779], [-0.163, 3.236, 0.959], [-1.791, -1.186, -2.465], [-1.338, -1.903, 4.308], [-2.425, 0.139, -1.650]],
  "lowdin_charge": [-0.1146, 1.1323, 0.0747, 0.0322, 0.1167, 0.1797, 0.0949, 0.1380, 0.1255, 0.0649, -0.1523, -0.2410, -0.1092, 0.1229, 0.1290, -0.4371, -0.0388, 0.1051, -0.0040, -0.2055, -0.0690, 0.0720, -0.1177, 0.0827, 0.0603, 0.1436, -0.3426, 0.1043, -0.2396, 0.0817, 0.0863, 0.0749, 0.0496],
  "gap_ev": 8.76,
  "homo_ev": -11.97,
  "total_energy_ev": -23860.532,
  "total_charge": 1,
  "e_above_lowest_kcal_mol": 55.0,
  "lumo_energy_ev": -3.2,
  "fmax_ev_per_a": 4.33
}


{
  "formula": "C8H20O3Si2",
  "method": "ωB97M-V/def2-TZVPD",
  "symbols": ["H", "H", "Si", "Si", "H", "O", "C", "H", "H", "H", "C", "O", "H", "H", "C", "H", "C", "H", "H", "H", "H", "H", "C", "H", "H", "H", "C", "H", "C", "O", "H", "H", "C"],
  "xyz": [[3.282, 0.924, 1.642], [-2.157, -3.525, -2.753], [0.947, 1.649, 1.386], [-1.248, -1.822, -1.216], [-0.969, 1.101, -2.852], [-1.900, -0.385, -1.806], [0.491, 1.733, 3.153], [-1.524, -2.741, 1.085], [-3.432, -2.582, -1.970], [1.303, 1.385, 3.767], [-2.520, -3.095, -1.802], [1.019, 0.766, -1.375], [0.709, 4.126, 1.064], [1.953, 3.392, -0.034], [-1.267, 0.898, -1.822], [-2.636, -3.829, -1.010], [-1.139, -1.818, 0.648], [-0.094, -1.768, 0.925], [-0.405, 1.096, 3.272], [2.546, 0.128, 0.236], [2.203, -0.505, 1.831], [-1.628, -0.966, 1.083], [2.387, 0.427, 1.271], [-2.022, 1.672, -1.574], [2.284, 3.740, 1.691], [0.604, -1.104, -2.545], [0.355, -2.036, -2.062], [0.226, 2.727, 3.436], [-0.079, 0.944, -0.875], [-0.329, 1.224, 0.422], [1.162, -2.335, -1.385], [0.335, -2.816, -2.824], [1.545, 3.393, 0.995]],
  "lowdin_charge": [0.0355, 0.0374, 0.4328, 0.4328, 0.1301, -0.2023, -0.1549, 0.0365, 0.0105, 0.0362, -0.1425, 0.0712, 0.0462, 0.0393, -0.1314, 0.0224, -0.1374, 0.0203, 0.0464, 0.0172, 0.0372, 0.0258, -0.1476, 0.1353, 0.0242, 0.0226, -0.1430, 0.0228, -0.4966, -0.0540, 0.0450, 0.0369, -0.1550],
  "gap_ev": 10.81,
  "smiles": "C[Si](C)(C)OCC(=O)O[Si](C)(C)C",
  "homo_ev": -10.10,
  "total_energy_ev": -30521.718,
  "total_charge": 0,
  "lumo_energy_ev": 0.7,
  "fmax_ev_per_a": 3.14
}


{
  "formula": "C8H21AgN2O7P2S",
  "method": "ωB97M-V/def2-TZVPD",
  "symbols": ["H", "O", "H", "P", "O", "C", "C", "C", "C", "C", "H", "H", "H", "H", "H", "H", "P", "O", "N", "H", "H", "H", "O", "H", "H", "H", "C", "O", "H", "C", "H", "H", "H", "O", "C", "H", "H", "Ag", "N", "H", "O", "S"],
  "xyz": [[0.846, 2.819, 2.965], [-4.495, -1.095, -1.424], [-2.605, -3.828, 0.642], [-0.447, -2.711, -1.103], [-2.371, 0.179, -0.793], [2.749, -0.283, 1.430], [-0.487, 2.754, 1.238], [-2.319, -2.684, -1.182], [-2.900, -3.863, -0.403], [1.722, 2.569, 0.126], [-0.213, -4.084, -2.725], [2.464, 1.356, -1.486], [2.515, -1.343, 1.541], [-0.147, 2.371, -0.745], [-0.818, 2.482, 3.333], [-0.513, 3.855, 1.288], [-3.095, -1.107, -0.639], [0.051, -1.601, -1.969], [0.310, 2.241, 0.146], [-3.993, -3.879, -0.462], [-3.746, -0.621, 1.356], [-3.560, -3.037, -2.656], [-0.062, -2.768, 0.349], [2.372, -0.615, -0.549], [2.550, -0.009, 3.530], [-4.441, -0.555, -2.223], [-0.026, 2.265, 2.615], [-3.554, -1.423, 0.854], [3.646, 1.680, -0.224], [2.592, 1.417, -0.403], [2.027, 2.824, 1.140], [1.942, 3.461, -0.475], [2.515, 1.501, 2.664], [-0.146, -4.147, -1.764], [2.166, 0.470, 2.628], [-2.508, -4.775, -0.852], [-1.512, 2.420, 1.062], [-0.202, -0.321, 0.284], [2.247, 0.117, 0.135], [3.844, -0.181, 1.507], [-2.625, -2.808, -2.581], [0.350, 0.500, 2.784]],
  "lowdin_charge": [0.0663, -0.1160, 0.0817, 0.2291, -0.3241, -0.2745, -0.2864, -0.5851, -0.0800, -0.2067, 0.0777, 0.1221, 0.1169, 0.1197, 0.0705, 0.1169, 0.4769, -0.3483, -0.1123, 0.0852, 0.0952, 0.0872, -0.3583, 0.1073, 0.0721, 0.0948, -0.4690, -0.1114, 0.1177, -0.1951, 0.0907, 0.1197, 0.0619, -0.1325, -0.4463, 0.0870, 0.1059, 0.6436, -0.1228, 0.1179, -0.0786, 0.8833],
  "gap_ev": 8.47,
  "homo_ev": -8.11,
  "total_energy_ev": -59367.293,
  "total_charge": 0,
  "lumo_energy_ev": 0.4,
  "fmax_ev_per_a": 0.41
}